Density functional theory data (ωB97M-V/def2-TZVPD) for 6 unconnected molecules or ions with the total composition C34H56BrNO7 at a distorted geometry.

Computed properties:
Calculated total energy: -122016.22159 eV
Lowest unoccupied orbital energy: -0.466 eV
Energy above the lowest of the compared OMol25 structures with the same formula, charge and spin: 309.4 kcal per mole
Orbital gap: 0.285 Ha
Spin multiplicity: 1
HOMO energy: -8.210 eV

Positions of all 99 atoms, in Å:
C -1.343 -5.800 1.236
C -1.749 -4.305 0.695
C -3.053 -3.421 1.163
C -3.427 -1.905 0.577
C -2.416 -1.225 -0.564
C -1.089 -2.101 -1.040
C 0.004 -1.526 -2.160
C 1.298 -0.931 -1.305
C 2.452 -2.095 -1.301
C 3.312 -2.219 0.089
O 2.826 -2.430 1.315
Br 5.341 -2.090 -0.057
C 0.858 -0.193 0.091
N 0.132 1.111 -0.302
C 0.721 1.495 -1.656
O 0.323 2.564 -2.361
C 1.874 0.389 -2.116
C -0.752 -3.620 -0.430
H -1.977 -6.185 2.145
H -1.379 -6.533 0.297
H -0.205 -5.756 1.576
H -3.763 -3.911 1.985
H -4.355 -1.293 0.955
H -2.660 -0.145 -1.007
H -0.473 -0.724 -2.873
H 0.325 -2.438 -2.856
H 3.233 -1.789 -2.152
H 2.065 -3.173 -1.590
H 0.395 -0.829 0.971
H 1.827 0.262 0.611
H 0.548 1.779 0.383
H 2.788 0.697 -1.432
H 2.073 0.243 -3.266
H 0.237 -4.170 -0.805
C 0.058 7.139 -4.598
C 0.299 5.807 -3.935
C -1.090 5.430 -3.467
O -2.014 6.011 -4.397
C -1.301 6.936 -5.230
H 0.828 7.415 -5.322
H 0.002 7.927 -3.838
H 0.653 5.082 -4.677
H 1.027 5.847 -3.121
H -1.303 5.848 -2.478
H -1.239 4.347 -3.428
H -1.212 6.487 -6.226
H -1.868 7.867 -5.316
C 1.041 7.692 1.086
C 2.401 7.142 0.740
C 2.253 6.837 -0.735
O 1.315 7.785 -1.263
C 0.681 8.459 -0.167
H 1.035 8.315 1.984
H 0.334 6.867 1.236
H 3.163 7.916 0.887
H 2.684 6.266 1.330
H 1.842 5.835 -0.895
H 3.200 6.916 -1.276
H 1.073 9.481 -0.132
H -0.398 8.504 -0.336
C -5.192 -1.911 -4.683
C -6.648 -1.988 -4.304
C -6.589 -2.682 -2.961
O -5.342 -2.312 -2.355
C -4.528 -1.669 -3.345
H -4.969 -1.131 -5.416
H -4.864 -2.873 -5.095
H -7.054 -0.976 -4.184
H -7.265 -2.520 -5.032
H -6.594 -3.772 -3.076
H -7.416 -2.397 -2.304
H -4.494 -0.600 -3.107
H -3.511 -2.069 -3.303
C -3.806 -7.079 6.718
C -2.447 -7.629 6.371
C -2.595 -7.934 4.897
O -3.533 -6.986 4.368
C -4.166 -6.312 5.464
H -3.812 -6.456 7.616
H -4.513 -7.904 6.867
H -1.685 -6.855 6.519
H -2.163 -8.505 6.961
H -3.006 -8.936 4.737
H -1.647 -7.855 4.355
H -3.774 -5.290 5.499
H -5.246 -6.267 5.295
C 7.236 0.190 4.227
C 6.757 -0.184 2.848
C 7.709 0.590 1.962
O 8.950 0.693 2.674
C 8.733 0.279 4.030
H 6.949 -0.527 5.001
H 6.836 1.173 4.505
H 6.891 -1.261 2.689
H 5.708 0.062 2.665
H 7.344 1.606 1.779
H 7.877 0.100 0.999
H 9.209 -0.699 4.161
H 9.205 0.991 4.713

Mulliken population analysis, charges in e, atoms 1 to 5:
1. C -0.603
2. C 0.455
3. C -0.555
4. C -0.547
5. C -0.318

Density functional theory data (ωB97M-V/def2-TZVPD) for 14 unconnected molecules or ions with the total composition C34H56Cl2N14P at a distorted geometry.

Computed properties:
Total charge: -1
Calculated total energy: -91354.99851 eV
Lowest unoccupied orbital energy: 1.403 eV
Orbital gap: 0.183 Ha
Spin multiplicity: 1
HOMO energy: -3.564 eV

Positions of all 107 atoms, in Å:
C 2.952 2.106 3.860
C 2.143 1.958 2.967
C 1.077 1.731 1.925
C -0.210 1.238 2.704
C -1.228 0.533 1.748
P -3.059 0.462 2.392
N -3.687 0.811 0.749
Cl -2.337 -0.187 4.420
C -4.848 0.306 3.087
C -5.867 1.380 2.623
C -5.490 2.845 3.006
Cl -5.064 3.784 1.509
H 3.376 2.222 4.844
H 1.445 0.878 1.324
H 0.890 2.632 1.327
H 0.177 0.580 3.497
H -0.652 2.167 3.135
H -1.145 1.065 0.775
H -0.846 -0.496 1.549
H -2.952 1.836 2.751
H -3.091 -0.952 2.050
H -3.297 1.656 0.348
H -3.618 0.018 0.122
H -5.206 -0.698 2.780
H -4.797 0.324 4.189
H -6.818 1.167 3.168
H -6.137 1.305 1.558
H -6.306 3.359 3.536
H -4.639 2.808 3.702
C 6.166 -0.763 3.076
C 5.045 -0.613 2.141
N 4.166 -0.495 1.410
H 7.096 -0.870 2.521
H 6.232 0.115 3.717
H 6.016 -1.646 3.696
C 5.661 4.811 2.122
C 6.120 3.762 3.037
N 6.483 2.938 3.751
H 6.113 4.669 1.142
H 4.577 4.764 2.026
H 5.945 5.788 2.508
C -0.913 -1.255 -1.839
C -2.310 -1.483 -1.444
N -3.405 -1.656 -1.141
H -0.271 -1.294 -0.961
H -0.599 -2.024 -2.542
H -0.815 -0.280 -2.312
C -5.952 0.154 -2.910
C -6.246 1.012 -4.064
N -6.475 1.678 -4.972
H -6.562 0.453 -2.059
H -6.170 -0.884 -3.157
H -4.900 0.241 -2.641
C -2.404 5.721 5.025
C -2.168 4.633 4.071
N -1.982 3.777 3.327
H -2.321 6.682 4.519
H -3.402 5.629 5.452
H -1.669 5.676 5.827
C -3.602 -1.114 -6.544
C -3.127 -0.431 -5.327
N -2.755 0.058 -4.357
H -4.659 -0.966 -6.641
H -3.099 -0.697 -7.421
H -3.365 -2.153 -6.467
C -5.979 -5.325 -7.211
C -5.450 -3.972 -7.041
N -5.026 -2.909 -6.907
H -5.161 -6.029 -7.345
H -6.544 -5.605 -6.326
H -6.633 -5.366 -8.081
C 2.790 -3.598 1.902
C 1.734 -3.502 0.890
N 0.905 -3.426 0.101
H 2.567 -4.411 2.591
H 3.747 -3.790 1.419
H 2.852 -2.664 2.457
C 8.370 -1.478 -1.015
C 8.718 -0.786 0.230
N 8.991 -0.252 1.210
H 7.601 -0.920 -1.548
H 9.251 -1.564 -1.650
H 7.992 -2.474 -0.791
C -5.104 3.811 -7.258
C -4.348 5.050 -7.483
N -3.757 6.019 -7.659
H -5.271 3.662 -6.193
H -6.067 3.869 -7.762
H -4.548 2.962 -7.651
C -5.190 -4.488 -3.056
C -4.896 -5.619 -3.950
N -4.667 -6.501 -4.651
H -5.216 -3.562 -3.629
H -6.156 -4.638 -2.575
H -4.420 -4.408 -2.290
C 9.359 2.458 5.982
C 9.828 1.407 6.894
N 10.196 0.585 7.608
H 9.806 2.322 4.999
H 8.275 2.411 5.886
H 9.640 3.436 6.369
C 8.839 -5.559 0.028
C 7.622 -4.851 -0.387
N 6.670 -4.295 -0.711
H 8.933 -6.490 -0.529
H 9.713 -4.938 -0.165
H 8.791 -5.785 1.092

Mulliken population analysis, charges in e, atoms 1 to 5:
1. C -0.118
2. C -0.596
3. C -0.323
4. C -0.047
5. C -0.828